w:
Density functional theory data (ωB97M-V with the def2-TZVPD basis set) for a single C2H6NO2P molecule.

The orbital gap is 0.3686 Ha. As for the highest occupied orbital energy: -9.27 eV. The SMILES is C/C=[N+](/[O-])OP.

Last column: natural (NBO) charge in e.
Cartesian coordinates (Å):
C (-1.7658, 0.4048, 0.6854)  -0.653
C (-0.8530, -0.7360, 0.1184)  0.029
N (0.3193, -0.5539, -0.2450)  0.308
O (1.1378, -1.4011, -0.6459)  -0.465
O (0.7990, 0.8801, -0.0460)  -0.691
P (2.3057, 1.0277, -0.5894)  0.643
H (-2.2494, 0.8321, -0.1683)  0.227
H (-2.4898, 0.0565, 1.4748)  0.227
H (-1.0899, 1.1422, 1.1333)  0.242
H (-1.4057, -1.6184, -0.0243)  0.214
H (2.3098, 0.2050, -1.7178)  -0.045
H (2.9820, -0.2390, 0.0247)  -0.035

x:
Density functional theory data (ωB97M-V with the def2-TZVPD basis set) for 2 unconnected molecules or ions with the total composition C2H6NO2P.

The orbital gap is 0.3451 Ha. As for the highest occupied orbital energy: -9.61 eV.

Last column: natural (NBO) charge in e.
Cartesian coordinates (Å):
C (-0.8038, -0.1980, 0.0495)  0.284
C (-1.7442, 0.9133, 0.2825)  -0.740
N (1.7182, -1.2026, 0.3035)  -1.148
O (-1.0347, -1.3800, -0.0164)  -0.501
O (1.3139, 1.4684, 0.5658)  -1.053
P (0.9658, 0.2363, -0.2261)  1.721
H (-1.1057, 1.7684, 0.3756)  0.260
H (-2.3832, 0.6098, 1.1913)  0.260
H (-2.4399, 0.8323, -0.5573)  0.259
H (1.5526, -1.8587, -0.4013)  0.388
H (2.6920, -1.2098, 0.5093)  0.405
H (1.2691, 0.0206, -2.0764)  -0.133

Best to worst by energy: x, w.

w:
Density functional theory data (ωB97M-V with the def2-TZVPD basis set) for a single C2H6NO2P molecule.

The orbital gap is 0.3730 Ha. As for the highest occupied orbital energy: -9.47 eV. The SMILES is O=C(CP)NO.

Last column: natural (NBO) charge in e.
Cartesian coordinates (Å):
O (-0.8726, 1.6015, -0.2239)  -0.614
C (-0.5595, 0.5119, 0.1974)  0.682
C (1.1304, 0.2444, 0.9549)  -0.744
P (2.2262, -0.0312, -0.5497)  0.308
N (-1.3530, -0.5987, 0.2800)  -0.365
O (-2.5825, -0.4857, -0.5394)  -0.542
H (1.4212, 1.1585, 1.5957)  0.250
H (1.0632, -0.6605, 1.4454)  0.206
H (1.4157, 0.5772, -1.5707)  -0.009
H (1.4566, -1.1469, -0.8791)  -0.050
H (-0.9110, -1.5104, 0.2970)  0.396
H (-2.4349, 0.3397, -1.0076)  0.482

x:
Density functional theory data (ωB97M-V with the def2-TZVPD basis set) for 2 unconnected molecules or ions with the total composition C2H6NO2P.

The orbital gap (spin up / spin down) is 0.2844 / 0.2776 Ha. As for the highest occupied orbital energy (spin up / spin down): -8.89 / -8.99 eV.

Last column: natural (NBO) charge in e.
Cartesian coordinates (Å):
C (0.8255, -0.1442, -0.2481)  0.335
C (1.5580, 1.0806, 0.1576)  -0.733
N (-1.4170, -1.7249, -0.1041)  -1.155
O (1.2077, -1.0395, -0.9541)  -0.528
O (-2.3018, 1.9753, -0.3809)  -0.350
P (-0.9444, -0.1799, 0.2831)  0.896
H (1.4366, 1.2591, 1.2261)  0.241
H (1.0888, 1.9193, -0.3617)  0.266
H (2.6127, 1.0245, -0.1069)  0.243
H (-0.7992, -2.1092, -0.8194)  0.415
H (-2.3915, -1.8387, -0.3660)  0.407
H (-0.8755, -0.2223, 1.6744)  -0.039

Best to worst by energy: w, x.

w:
Density functional theory data (ωB97M-V with the def2-TZVPD basis set) for a single C5H6O2 molecule.

The orbital gap is 0.3997 Ha. As for the highest occupied orbital energy: -10.39 eV. The SMILES is C[C@@H]1C=CC(=O)O1.

Last column: natural (NBO) charge in e.
Cartesian coordinates (Å):
C (1.6074, 0.3841, 0.5273)  -0.615
C (0.1920, -0.2716, 0.7347)  0.052
C (-0.5250, -1.2353, -0.2310)  -0.153
C (-1.3225, -0.5190, -1.0238)  -0.310
C (-1.1991, 0.9119, -0.6384)  0.738
O (-1.5705, 1.9156, -1.1835)  -0.557
O (-0.5619, 0.9334, 0.5570)  -0.490
H (1.6015, 1.4361, 0.8855)  0.242
H (2.3530, -0.1425, 1.1096)  0.207
H (1.8693, 0.4463, -0.5343)  0.219
H (0.1137, -0.6878, 1.7562)  0.200
H (-0.5259, -2.3266, -0.1836)  0.228
H (-2.0321, -0.8445, -1.7757)  0.239

x:
Density functional theory data (ωB97M-V with the def2-TZVPD basis set) for a molecular structure, C5H6O2.

The orbital gap is 0.3645 Ha. As for the highest occupied orbital energy: -8.96 eV.

Last column: natural (NBO) charge in e.
Cartesian coordinates (Å):
O (2.0536, -1.0585, 0.6882)  -0.847
C (0.2859, -0.4026, 0.6766)  -0.037
C (0.2689, 0.9379, -0.0693)  -0.040
O (0.4820, 0.2682, -1.3303)  -0.491
C (-0.2776, -0.7875, -0.6951)  -0.031
C (-1.6318, -0.1325, -0.4294)  -0.179
C (-1.2491, 1.0739, 0.0119)  -0.186
H (2.6017, -0.2727, 0.8318)  0.470
H (1.1713, -0.9669, 1.4374)  0.447
H (0.9230, 1.7829, 0.1426)  0.210
H (-0.2004, -1.7654, -1.1639)  0.222
H (-2.6116, -0.5849, -0.5079)  0.231
H (-1.8159, 1.9080, 0.4076)  0.231

y:
Density functional theory data (ωB97M-V with the def2-TZVPD basis set) for a single C5H6O2 molecule.

The orbital gap is 0.3320 Ha. As for the highest occupied orbital energy: -8.42 eV. The SMILES is C#C/C(O)=C(\C)O.

Last column: natural (NBO) charge in e.
Cartesian coordinates (Å):
C (-1.3894, 2.4259, 0.4322)  -0.193
C (-0.4967, 1.6515, 0.1961)  -0.061
C (0.5663, 0.7117, -0.0100)  0.170
O (1.8243, 1.2313, -0.0879)  -0.661
C (0.3890, -0.6152, -0.0944)  0.229
C (-0.8845, -1.3694, -0.2599)  -0.659
O (1.5656, -1.3644, -0.1999)  -0.723
H (-2.1771, 3.1188, 0.6376)  0.238
H (2.3626, 0.4682, -0.3678)  0.493
H (-0.8583, -2.3035, 0.3111)  0.219
H (-1.0117, -1.6349, -1.3172)  0.226
H (-1.7416, -0.7688, 0.0547)  0.237
H (1.8515, -1.5513, 0.7054)  0.485

z:
Density functional theory data (ωB97M-V with the def2-TZVPD basis set) for a single C5H6O2 molecule.

The orbital gap is 0.3661 Ha. As for the highest occupied orbital energy: -9.51 eV. The SMILES is C#CCC(=O)CO.

Last column: natural (NBO) charge in e.
Cartesian coordinates (Å):
C (2.3128, -1.2862, -0.6947)  -0.221
C (1.4428, -0.4595, -0.6191)  -0.020
C (0.4399, 0.7312, -0.9195)  -0.536
C (0.0086, 0.6957, 0.5140)  0.555
O (0.5903, 1.2900, 1.4376)  -0.536
C (-1.4745, 0.2687, 0.7302)  -0.152
O (-1.8138, -0.9851, 0.1892)  -0.711
H (3.1504, -1.9437, -0.7514)  0.242
H (0.9373, 1.6724, -1.1652)  0.264
H (-0.3357, 0.3787, -1.6025)  0.255
H (-2.1055, 1.0306, 0.2674)  0.197
H (-1.6608, 0.2723, 1.8076)  0.186
H (-1.4919, -1.6651, 0.8064)  0.476

Best to worst by energy: w, y, z, x.